1.
ORCA calculation (wB97M-V/def2-TZVPD) on 2 unconnected molecules or ions with the total composition C4H12.

Bonds (Å) are listed after each position.
Geometry (Å):
1 C 2.880 1.061 -0.498  C2 1.515, H11 1.102, H12 1.140, H15 1.116
2 C 1.539 0.430 -0.814  C1 1.515, H6 1.083, H10 1.090, H13 1.095
3 C -2.121 -0.244 0.029  C4 1.590, H9 1.069, H14 1.136, H16 1.070
4 C -2.333 -1.220 1.267  C3 1.590, H5 1.144, H7 1.144, H8 1.046
5 H -2.059 -0.677 2.236  C4 1.144
6 H 1.237 0.388 -1.854  C2 1.083
7 H -1.608 -2.091 1.418  C4 1.144
8 H -3.175 -1.826 1.138  C4 1.046
9 H -1.589 0.603 0.408  C3 1.069
10 H 0.808 0.955 -0.198  C2 1.090
11 H 2.646 1.613 0.427  C1 1.102
12 H 3.234 1.810 -1.280  C1 1.140
13 H 1.744 -0.601 -0.508  C2 1.095
14 H -1.702 -0.824 -0.854  C3 1.136
15 H 3.783 0.414 -0.606  C1 1.116
16 H -3.111 0.072 -0.227  C3 1.070

Properties
Molecular weight: 60.1 g/mol
SMILES: CC.CC
Energy relative to the best compared isomer or geometry (same formula, charge and spin): 31.50 kcal per mole
Total energy: -4341.1624 eV
F_max: 0.074 Eh/bohr
LUMO level: 1.12 eV
Gap between HOMO and LUMO: 12.2252 eV
Multiplicity: 1

---

2.
ORCA calculation (wB97M-V/def2-TZVPD) on 2 unconnected molecules or ions with the total composition C4H12.

Bonds (Å) are listed after each position.
Geometry (Å):
1 C -1.182 2.835 -0.037  C3 1.524, H5 1.087, H7 1.086, H12 1.106
2 C 0.898 -1.582 0.187  C4 1.551, H8 1.082, H9 1.094, H14 1.085
3 C -0.282 1.792 -0.691  C1 1.524, H6 1.098, H15 1.087, H16 1.090
4 C 0.426 -3.032 0.471  C2 1.551, H10 1.087, H11 1.087, H13 1.081
5 H -1.899 2.449 0.683  C1 1.087
6 H -0.800 1.113 -1.381  C3 1.098
7 H -1.470 3.566 -0.787  C1 1.086
8 H 0.705 -1.309 -0.842  C2 1.082
9 H 1.964 -1.471 0.408  C2 1.094
10 H 1.295 -3.639 0.229  C4 1.087
11 H 0.263 -3.174 1.536  C4 1.087
12 H -0.567 3.402 0.686  C1 1.106
13 H -0.397 -3.368 -0.143  C4 1.081
14 H 0.483 -0.901 0.924  C2 1.085
15 H 0.502 2.272 -1.271  C3 1.087
16 H 0.062 1.049 0.027  C3 1.090

Properties
Molecular weight: 60.1 g/mol
SMILES: CC.CC
Energy relative to the best compared isomer or geometry (same formula, charge and spin): 11.55 kcal per mole
Total energy: -4342.0274 eV
F_max: 0.038 Eh/bohr
LUMO level: 1.13 eV
Gap between HOMO and LUMO: 12.3541 eV
Multiplicity: 1

---

3.
ORCA calculation (wB97M-V/def2-TZVPD) on 2 unconnected molecules or ions with the total composition C4H12.

Bonds (Å) are listed after each position.
Geometry (Å):
1 C -0.405 1.690 0.541  C4 1.521, H5 1.091, H7 1.090, H14 1.092
2 C 0.391 -1.694 -0.485  C3 1.549, H6 1.089, H10 1.089, H15 1.085
3 C 0.152 -3.117 -1.048  C2 1.549, H11 1.087, H13 1.091, H16 1.085
4 C -0.144 3.119 0.992  C1 1.521, H8 1.092, H9 1.094, H12 1.085
5 H -1.098 1.223 1.243  C1 1.091
6 H -0.538 -1.401 0.001  C2 1.089
7 H 0.482 1.060 0.494  C1 1.090
8 H -1.093 3.635 1.152  C4 1.092
9 H 0.333 3.125 1.976  C4 1.094
10 H 1.186 -1.694 0.259  C2 1.089
11 H 0.241 -3.849 -0.249  C3 1.087
12 H 0.470 3.714 0.324  C4 1.085
13 H 0.953 -3.325 -1.758  C3 1.091
14 H -0.857 1.623 -0.451  C1 1.092
15 H 0.672 -1.006 -1.274  C2 1.085
16 H -0.814 -3.263 -1.520  C3 1.085

Properties
Molecular weight: 60.1 g/mol
SMILES: CC.CC
Energy relative to the best compared isomer or geometry (same formula, charge and spin): 2.59 kcal per mole
Total energy: -4342.4158 eV
F_max: 0.023 Eh/bohr
LUMO level: 1.13 eV
Gap between HOMO and LUMO: 12.8810 eV
Multiplicity: 1

---

4.
ORCA calculation (wB97M-V/def2-TZVPD) on 2 unconnected molecules or ions with the total composition C4H12.

Bonds (Å) are listed after each position.
Geometry (Å):
1 C -1.228 0.758 -0.878  C3 1.505, H7 1.089, H9 1.091, H14 1.101
2 C 1.158 -1.938 1.627  C4 1.508, H5 1.093, H8 1.086, H13 1.097
3 C -1.693 2.013 -1.567  C1 1.505, H12 1.103, H15 1.089, H16 1.086
4 C 1.610 -0.893 0.637  C2 1.508, H6 1.085, H10 1.094, H11 1.099
5 H 1.387 -2.941 1.256  C2 1.093
6 H 1.271 -0.921 -0.393  C4 1.085
7 H -0.520 0.094 -1.371  C1 1.089
8 H 0.143 -1.825 1.994  C2 1.086
9 H -2.072 0.163 -0.526  C1 1.091
10 H 2.698 -0.789 0.616  C4 1.094
11 H 1.337 0.089 1.050  C4 1.099
12 H -1.169 2.873 -1.118  C3 1.103
13 H 1.804 -1.904 2.513  C2 1.097
14 H -0.688 0.874 0.075  C1 1.101
15 H -1.318 2.073 -2.588  C3 1.089
16 H -2.720 2.273 -1.327  C3 1.086

Properties
Molecular weight: 60.1 g/mol
SMILES: CC.CC
Energy relative to the best compared isomer or geometry (same formula, charge and spin): 14.07 kcal per mole
Total energy: -4341.9180 eV
F_max: 0.044 Eh/bohr
LUMO level: 1.18 eV
Gap between HOMO and LUMO: 12.2945 eV
Multiplicity: 1

---

5.
ORCA calculation (wB97M-V/def2-TZVPD) on 2 unconnected molecules or ions with the total composition C4H12.

Bonds (Å) are listed after each position.
Geometry (Å):
1 C -1.517 0.719 -0.794  C4 1.477, H11 1.122, H13 1.167, H14 1.080
2 C 0.745 -1.728 0.666  C3 1.604, H5 1.128, H12 1.094, H16 1.134
3 C 2.239 -1.147 0.704  C2 1.604, H6 1.092, H9 1.168, H10 1.061
4 C -1.471 2.186 -0.631  C1 1.477, H7 1.109, H8 1.112, H15 1.073
5 H 0.511 -2.226 -0.318  C2 1.128
6 H 2.285 -0.327 1.424  C3 1.092
7 H -2.127 2.786 -1.294  C4 1.109
8 H -1.571 2.524 0.424  C4 1.112
9 H 2.884 -2.041 1.089  C3 1.168
10 H 2.669 -0.715 -0.165  C3 1.061
11 H -1.360 0.326 -1.834  C1 1.122
12 H 0.533 -2.450 1.460  C2 1.094
13 H -0.662 0.257 -0.148  C1 1.167
14 H -2.434 0.274 -0.436  C1 1.080
15 H -0.471 2.575 -0.656  C4 1.073
16 H -0.232 -1.165 0.784  C2 1.134

Properties
Molecular weight: 60.1 g/mol
SMILES: CC.CC
Energy relative to the best compared isomer or geometry (same formula, charge and spin): 26.51 kcal per mole
Total energy: -4341.3788 eV
F_max: 0.063 Eh/bohr
LUMO level: 1.08 eV
Gap between HOMO and LUMO: 12.1210 eV
Multiplicity: 1

---

6.
ORCA calculation (wB97M-V/def2-TZVPD) on 2 unconnected molecules or ions with the total composition C4H12.

Bonds (Å) are listed after each position.
Geometry (Å):
1 C 1.470 0.275 -0.704  C2 1.598, H7 1.096, H13 1.115, H14 1.126
2 C 2.569 1.403 -0.429  C1 1.598, H6 1.108, H10 1.108, H11 1.088
3 C -2.392 -0.161 0.376  C4 1.596, H9 1.040, H15 1.086, H16 1.182
4 C -1.618 -1.500 0.774  C3 1.596, H5 1.123, H8 1.164, H12 0.983
5 H -1.467 -2.122 -0.149  C4 1.123
6 H 3.217 1.338 -1.326  C2 1.108
7 H 0.953 0.419 -1.659  C1 1.096
8 H -0.612 -1.146 1.242  C4 1.164
9 H -2.517 0.535 1.138  C3 1.040
10 H 3.305 1.020 0.305  C2 1.108
11 H 1.986 2.321 -0.397  C2 1.088
12 H -2.087 -1.931 1.522  C4 0.983
13 H 1.834 -0.763 -0.517  C1 1.115
14 H 0.750 0.475 0.139  C1 1.126
15 H -1.864 0.247 -0.481  C3 1.086
16 H -3.527 -0.412 0.165  C3 1.182

Properties
Molecular weight: 60.1 g/mol
Total charge: +1
Energy relative to the best compared isomer or geometry (same formula, charge and spin): 32.36 kcal per mole
Total energy: -4329.8287 eV
F_max: 0.112 Eh/bohr
LUMO level (alpha / beta): -2.91 / -11.57 eV
Gap between HOMO and LUMO (alpha / beta): 14.0892 / 3.6420 eV
Multiplicity: 2
<S²>: 0.754

---

7.
ORCA calculation (wB97M-V/def2-TZVPD) on 2 unconnected molecules or ions with the total composition C4H12.

Bonds (Å) are listed after each position.
Geometry (Å):
1 C -1.719 1.016 -0.910  C4 1.469, H5 1.101, H11 1.128, H16 1.093
2 C 1.391 -2.121 0.543  C3 1.496, H9 1.108, H12 1.088, H14 1.120
3 C 1.466 -0.693 0.101  C2 1.496, H7 1.120, H8 1.102, H13 1.078
4 C -1.174 1.916 0.116  C1 1.469, H6 1.105, H10 1.129, H15 1.088
5 H -1.256 0.031 -1.082  C1 1.101
6 H -0.185 1.648 0.528  C4 1.105
7 H 1.451 -0.088 1.042  C3 1.120
8 H 2.497 -0.506 -0.241  C3 1.102
9 H 1.147 -2.352 1.598  C2 1.108
10 H -1.811 1.814 1.043  C4 1.129
11 H -2.744 0.596 -0.699  C1 1.128
12 H 0.911 -2.821 -0.137  C2 1.088
13 H 0.674 -0.360 -0.550  C3 1.078
14 H 2.418 -2.564 0.604  C2 1.120
15 H -1.182 2.986 -0.079  C4 1.088
16 H -1.885 1.496 -1.878  C1 1.093

Properties
Molecular weight: 60.1 g/mol
Total charge: +1
Energy relative to the best compared isomer or geometry (same formula, charge and spin): 18.75 kcal per mole
Total energy: -4330.4189 eV
F_max: 0.030 Eh/bohr
LUMO level (alpha / beta): -2.80 / -11.41 eV
Gap between HOMO and LUMO (alpha / beta): 13.7389 / 3.4174 eV
Multiplicity: 2
<S²>: 0.753

---

8.
ORCA calculation (wB97M-V/def2-TZVPD) on 2 unconnected molecules or ions with the total composition C4H12.

Bonds (Å) are listed after each position.
Geometry (Å):
1 C 0.190 -0.745 1.793  C4 1.469, H5 1.093, H13 1.100, H15 1.179
2 C -0.475 0.972 -1.704  C3 1.506, H6 1.110, H10 1.099, H11 1.087
3 C 0.643 1.239 -0.731  C2 1.506, H8 1.087, H9 1.091, H12 1.138
4 C -0.350 -1.530 0.675  C1 1.469, H7 1.118, H14 1.088, H16 1.109
5 H -0.120 -0.907 2.828  C1 1.093
6 H -1.205 0.201 -1.382  C2 1.110
7 H 0.477 -2.179 0.293  C4 1.118
8 H 1.380 0.441 -0.734  C3 1.087
9 H 1.114 2.212 -0.876  C3 1.091
10 H -0.019 0.461 -2.564  C2 1.099
11 H -1.013 1.892 -1.917  C2 1.087
12 H 0.202 1.163 0.316  C3 1.138
13 H 1.283 -0.632 1.733  C1 1.100
14 H -1.201 -2.182 0.862  C4 1.088
15 H 0.043 0.376 1.463  C1 1.179
16 H -0.589 -0.874 -0.186  C4 1.109

Properties
Molecular weight: 60.1 g/mol
Total charge: +1
Energy relative to the best compared isomer or geometry (same formula, charge and spin): 4.25 kcal per mole
Total energy: -4331.0478 eV
F_max: 0.018 Eh/bohr
LUMO level (alpha / beta): -2.98 / -10.36 eV
Gap between HOMO and LUMO (alpha / beta): 13.6553 / 6.3195 eV
Multiplicity: 2
<S²>: 0.754

---

Among the records above, which one has the highest total energy? number 6

---

What did the second record say?
ORCA calculation (wB97M-V/def2-TZVPD) on 2 unconnected molecules or ions with the total composition C4H12.

Bonds (Å) are listed after each position.
Geometry (Å):
1 C -1.182 2.835 -0.037  C3 1.524, H5 1.087, H7 1.086, H12 1.106
2 C 0.898 -1.582 0.187  C4 1.551, H8 1.082, H9 1.094, H14 1.085
3 C -0.282 1.792 -0.691  C1 1.524, H6 1.098, H15 1.087, H16 1.090
4 C 0.426 -3.032 0.471  C2 1.551, H10 1.087, H11 1.087, H13 1.081
5 H -1.899 2.449 0.683  C1 1.087
6 H -0.800 1.113 -1.381  C3 1.098
7 H -1.470 3.566 -0.787  C1 1.086
8 H 0.705 -1.309 -0.842  C2 1.082
9 H 1.964 -1.471 0.408  C2 1.094
10 H 1.295 -3.639 0.229  C4 1.087
11 H 0.263 -3.174 1.536  C4 1.087
12 H -0.567 3.402 0.686  C1 1.106
13 H -0.397 -3.368 -0.143  C4 1.081
14 H 0.483 -0.901 0.924  C2 1.085
15 H 0.502 2.272 -1.271  C3 1.087
16 H 0.062 1.049 0.027  C3 1.090

Properties
Molecular weight: 60.1 g/mol
SMILES: CC.CC
Energy relative to the best compared isomer or geometry (same formula, charge and spin): 11.55 kcal per mole
Total energy: -4342.0274 eV
F_max: 0.038 Eh/bohr
LUMO level: 1.13 eV
Gap between HOMO and LUMO: 12.3541 eV
Multiplicity: 1